(i)
18
Properties=species:S:1:pos:R:3:nbo_charge:R:1 method="wB97M-V/def2-TZVPD" lumo_energy_ev=0.71 homo_ev=-10.25 homo_lumo_gap_ev=10.96
O -0.24 -2.09 -0.78 -0.626
O 0.04 -1.15 1.28 -0.548
N 0.42 1.20 0.07 -0.769
N -3.78 1.14 0.44 -0.054
N -2.77 0.67 -0.06 -0.065
N -4.75 0.21 0.67 -0.311
N -2.96 -0.66 -0.31 -0.417
C -4.26 -0.90 0.21 0.160
C 0.16 -1.28 0.03 0.740
C 0.98 -0.03 0.24 0.326
C 2.46 -0.19 0.54 -0.669
H 3.01 0.54 1.09 0.235
H 0.52 2.03 0.77 0.402
H 3.11 -0.02 -0.40 0.250
H -4.82 -1.87 0.23 0.230
H -0.48 1.32 -0.28 0.416
H 2.64 -1.11 1.00 0.244
H -2.42 -1.39 -0.75 0.456

=====

(ii)
18
Properties=species:S:1:pos:R:3:nbo_charge:R:1 method="wB97M-V/def2-TZVPD" lumo_energy_ev=0.42 homo_ev=-9.70 homo_lumo_gap_ev=10.12
O 2.01 1.34 -0.65 -0.703
O 3.48 -0.29 -0.39 -0.566
N 0.23 -2.56 -0.74 -0.098
N 0.54 -1.82 0.08 0.259
N 0.61 -1.00 0.94 -0.328
N -0.52 2.11 -0.06 -0.847
N -1.70 0.10 -0.54 -0.444
C 2.46 0.25 -0.03 0.746
C -2.81 -0.77 -0.51 -0.400
C 1.69 -0.12 1.20 -0.350
C -1.12 1.10 -0.29 0.702
H -0.47 2.96 -0.66 0.436
H 2.35 -0.70 2.01 0.233
H -2.68 -1.28 -1.39 0.219
H -3.73 -0.35 -0.53 0.203
H 1.01 1.58 -0.32 0.489
H -2.77 -1.45 0.38 0.216
H 1.43 0.89 1.51 0.232

=====

Which is the most stable structure? (i) is the most stable.

=====

(i)
62
Properties=species:S:1:pos:R:3:nbo_charge:R:1 method="wB97M-V/def2-TZVPD" lumo_energy_ev=0.72 homo_ev=-8.48 smiles="Cc1csc([C@H](C)N(C)C(=O)c2ccc(OC3CCN(Cc4ccccn4)CC3)cc2)n1" homo_lumo_gap_ev=9.20
S -3.78 6.35 -0.85 0.427
O -0.42 -2.14 0.82 -0.496
O -2.67 3.67 1.72 -0.627
N 4.19 -7.36 -0.27 -0.416
N -1.48 6.27 -1.97 -0.473
N 2.95 -4.69 0.62 -0.431
N -1.00 4.23 0.30 -0.428
C 3.48 -9.56 0.34 -0.263
C 1.88 -7.82 0.04 -0.260
C 1.85 -2.53 0.00 -0.454
C -2.35 6.63 -2.94 0.134
C -1.73 3.34 1.02 0.679
C -0.11 6.51 0.69 -0.608
C 3.15 -3.29 0.34 -0.210
C -1.91 -0.39 0.52 -0.259
C 4.46 -8.62 0.02 0.045
C 0.30 0.15 1.29 -0.269
C -1.35 5.64 0.41 -0.112
C -0.01 3.87 -0.68 -0.430
C 2.16 -9.14 0.34 -0.169
C 0.85 -2.69 1.15 0.100
C 2.69 -5.50 -0.56 -0.253
C 2.93 -6.96 -0.25 0.207
C -1.31 1.91 0.92 -0.167
C -0.63 -0.80 0.88 0.315
C -2.25 0.95 0.55 -0.148
C 1.99 -4.86 1.69 -0.225
C -2.05 6.09 -0.83 0.082
C 0.64 -4.18 1.43 -0.426
C -1.85 6.88 -4.32 -0.629
C -3.64 6.73 -2.52 -0.456
C -0.04 1.49 1.30 -0.186
H 3.75 -10.58 0.57 0.220
H -2.66 7.20 -4.97 0.216
H -0.11 4.54 -1.54 0.237
H 0.43 6.11 1.54 0.215
H -0.02 -4.30 2.29 0.220
H 0.86 -7.47 0.02 0.216
H -0.43 7.52 0.91 0.221
H -2.62 -1.14 0.22 0.225
H 3.42 -5.20 -1.32 0.224
H 1.37 -9.84 0.57 0.217
H 1.41 -2.94 -0.91 0.208
H -0.17 2.84 -1.01 0.224
H 3.87 -3.19 -0.48 0.207
H 2.43 -4.44 2.59 0.195
H 1.30 -0.13 1.60 0.210
H 2.07 -1.48 -0.18 0.218
H -2.05 5.71 1.25 0.260
H -1.08 7.65 -4.31 0.226
H 0.69 2.22 1.63 0.215
H -3.25 1.26 0.28 0.226
H 0.54 6.53 -0.18 0.220
H 1.00 3.96 -0.28 0.188
H 1.25 -2.22 2.06 0.171
H -4.51 7.00 -3.09 0.238
H 3.59 -2.84 1.24 0.191
H 1.68 -5.38 -0.97 0.167
H 1.84 -5.93 1.86 0.213
H 5.51 -8.89 -0.01 0.192
H -1.41 5.97 -4.73 0.224
H 0.14 -4.63 0.56 0.202

=====

(ii)
62
Properties=species:S:1:pos:R:3:nbo_charge:R:1 method="wB97M-V/def2-TZVPD" lumo_energy_ev=0.58 homo_ev=-8.01 smiles="Cc1csc([C@H](C)N(C)C(=O)c2ccc(OC3CCN(Cc4ccccn4)CC3)cc2)n1" homo_lumo_gap_ev=8.60
S 2.20 -3.01 -2.54 0.376
O -0.43 -3.01 0.44 -0.623
O -1.43 3.15 0.65 -0.511
N -0.71 -2.77 -1.78 -0.435
N 0.80 2.22 3.41 -0.452
N 0.06 5.28 2.95 -0.446
N 1.24 -5.09 -3.68 -0.454
C -0.67 -2.30 -0.51 0.682
C 0.60 0.93 3.18 0.042
C -0.60 0.29 3.42 -0.253
C -1.15 -2.02 -2.93 -0.418
C 1.13 5.11 1.99 -0.215
C 2.97 -5.85 -5.26 -0.628
C -1.27 5.42 2.35 -0.220
C -0.91 -0.83 -0.33 -0.171
C -0.32 -4.16 -2.01 -0.111
C -1.42 -5.00 -2.66 -0.611
C -1.22 5.48 0.82 -0.423
C -0.54 4.21 0.29 0.099
C -1.99 -0.39 0.43 -0.164
C -0.12 1.44 -0.51 -0.262
C -2.14 0.95 0.71 -0.249
C 3.13 -3.82 -3.74 -0.449
C -1.19 1.88 0.27 0.316
C 0.86 4.06 0.91 -0.469
C 0.09 4.42 4.12 -0.239
C -1.44 2.40 4.16 -0.257
C -1.65 1.05 3.93 -0.168
C 0.94 -4.21 -2.80 0.095
C -0.20 2.95 3.89 0.196
C 2.47 -4.90 -4.23 0.133
C 0.02 0.09 -0.79 -0.189
H 2.27 -5.87 -6.10 0.225
H -0.63 4.82 4.83 0.196
H 1.09 4.51 4.55 0.215
H 3.02 -6.85 -4.85 0.226
H -2.71 -1.11 0.79 0.221
H 1.31 6.08 1.52 0.182
H -2.61 0.60 4.14 0.215
H -1.73 6.34 2.74 0.190
H 0.61 2.14 -0.88 0.218
H 2.03 4.83 2.54 0.216
H -1.58 -4.69 -3.69 0.211
H -2.09 -2.41 -3.30 0.197
H -1.10 -6.04 -2.67 0.235
H -2.97 1.31 1.29 0.226
H -1.91 4.57 2.63 0.193
H -0.12 -4.56 -1.00 0.272
H 0.87 -0.24 -1.37 0.218
H -0.40 -2.08 -3.73 0.203
H -2.23 3.02 4.57 0.216
H 3.95 -5.55 -5.62 0.216
H -0.72 -0.76 3.22 0.234
H -0.68 6.36 0.48 0.211
H 1.63 4.15 0.14 0.208
H -1.29 -0.98 -2.66 0.233
H -2.24 5.52 0.44 0.225
H -0.48 4.26 -0.81 0.181
H 0.95 3.07 1.36 0.247
H 4.11 -3.46 -4.00 0.237
H -2.34 -4.91 -2.09 0.216
H 1.45 0.39 2.78 0.197

=====

Which is the most stable structure? (i) is the most stable.